A structure of composition C52H150F6NO29S2Sn, computed with ωB97M-V with the def2-TZVPD basis set.

Structure (XYZ):
```
241
Properties=species:S:1:pos:R:3:forces:R:3:lowdin_charge:R:1
Sn 0.5203 0.7558 -3.4291 -0.2 0.4 0.3 1.80
C -0.3061 2.8447 1.1403 -0.7 -3.0 -0.2 -0.64
F -1.3093 3.3774 1.8331 1.0 0.0 0.0 0.15
F 0.2395 3.6837 0.3218 0.2 1.2 -0.7 0.17
F 0.6777 2.3080 1.8848 -1.0 0.7 0.2 0.12
S -1.1315 1.4023 0.0726 -2.0 2.9 -1.1 0.68
O -2.2044 0.8203 0.8687 2.2 0.3 -0.8 -0.27
O -1.6275 2.1230 -1.1254 1.7 -1.1 1.0 -0.36
N 0.2400 0.4927 -0.4107 -1.7 2.0 -0.3 -0.38
S 0.0865 -0.7568 0.5384 -0.8 -4.7 1.7 0.57
O 0.1834 -0.4523 1.9559 0.1 -0.1 -1.5 -0.27
O -1.0254 -1.5901 0.0583 1.8 0.8 0.6 -0.30
C 1.6301 -1.8423 0.2205 0.0 0.8 0.0 -0.62
F 2.7632 -1.1948 0.5139 -0.4 0.0 -0.5 0.14
F 1.5592 -2.8681 1.0370 -0.4 -0.3 -0.3 0.17
F 1.6594 -2.2724 -1.0760 0.0 0.4 0.8 0.09
C 2.7807 -5.6418 -1.1324 0.4 -0.7 -0.2 -0.05
C 4.1282 -6.4410 -1.2562 -2.0 0.2 1.5 -0.26
O 5.2372 -5.5683 -1.1439 0.2 -0.3 -0.9 -0.08
H 1.9300 -6.3029 -0.9668 0.1 -0.4 0.1 0.07
H 2.4722 -5.0617 -2.0021 0.5 0.3 -0.1 0.04
H 2.8248 -5.0096 -0.2456 0.1 0.2 -0.1 0.05
H 4.1462 -7.1777 -2.0593 0.3 0.5 -0.5 0.11
H 4.1492 -7.0524 -0.3540 0.1 -0.1 0.1 0.11
H 5.6126 -5.4872 -2.0237 0.3 0.2 0.0 0.09
C 1.6709 -7.2127 -4.4282 0.5 0.1 -1.0 -0.08
C 0.2146 -7.1003 -4.4640 -2.6 -1.6 1.8 -0.31
O -0.2006 -7.6229 -3.1658 -0.1 0.6 0.5 -0.11
H 1.9018 -8.1795 -3.9809 0.3 0.2 0.1 0.09
H 2.0653 -6.3632 -3.8707 0.5 -0.3 -0.1 0.06
H 1.9784 -7.2465 -5.4734 0.7 0.3 0.1 0.09
H -0.3016 -7.8273 -5.0910 0.5 0.4 -1.1 0.12
H -0.2224 -6.1074 -4.5704 0.3 0.1 -0.4 0.08
H -1.1550 -7.7259 -3.1759 -0.1 0.0 0.1 0.07
C -3.1763 -1.2364 -3.9301 -0.1 -1.3 -0.4 -0.07
C -3.1735 0.1026 -4.5980 0.3 0.3 0.9 -0.31
O -2.7903 1.0411 -3.6398 1.2 1.2 0.8 -0.15
H -3.7602 -1.9439 -4.5188 0.2 -0.3 -0.2 0.08
H -3.6239 -1.2743 -2.9369 -0.1 0.6 0.0 0.09
H -2.1560 -1.6036 -3.8202 -0.1 -0.1 0.0 0.04
H -4.1412 0.3362 -5.0419 0.1 0.1 -0.3 0.11
H -2.3207 0.2481 -5.2611 -0.5 -0.7 -1.1 0.11
H -3.5094 1.5016 -3.2012 -0.4 -0.3 0.2 0.04
C 2.6623 6.6371 3.4780 0.2 1.5 0.7 -0.07
C 2.6608 7.5946 2.3010 -0.6 -0.1 -0.6 -0.32
O 2.7364 6.8874 1.0662 0.0 0.0 -0.3 -0.10
H 3.6275 6.1470 3.6059 -0.2 -0.3 -0.2 0.07
H 1.8111 5.9688 3.6082 0.1 -0.2 -0.8 0.07
H 2.5505 7.2940 4.3406 0.2 0.1 0.4 0.07
H 3.4254 8.3708 2.2685 0.8 -0.4 0.8 0.11
H 1.7801 8.2301 2.2085 -0.7 -0.3 0.7 0.11
H 2.5162 7.6044 0.4669 0.1 -0.4 -0.8 0.06
C -5.2548 2.9031 -5.2115 -1.7 0.6 -0.3 -0.05
C -6.0584 2.7377 -3.8820 -0.6 0.3 -2.3 -0.28
O -5.3077 1.9755 -3.0185 0.7 -1.0 1.9 -0.09
H -5.7218 2.2875 -5.9804 0.2 -0.3 0.0 0.08
H -4.1897 2.6729 -5.1885 -0.2 0.1 0.3 0.06
H -5.4284 3.9190 -5.5663 0.4 0.1 -0.1 0.08
H -6.9655 2.1482 -4.0153 -0.3 0.5 -0.7 0.12
H -6.4033 3.6913 -3.4822 0.4 0.1 0.3 0.11
H -5.8318 1.1751 -2.9398 0.6 -0.3 0.7 0.12
C -0.6666 -8.6591 0.8474 -1.5 -0.1 -1.5 -0.07
C -1.7034 -7.5098 1.0651 1.2 -1.1 -0.1 -0.31
O -0.9353 -6.5765 1.7404 0.5 1.6 1.1 -0.09
H 0.1513 -8.2605 0.2471 -0.3 0.1 -0.6 0.06
H -1.2194 -9.4279 0.3076 0.6 -0.5 -0.1 0.07
H -0.1066 -9.0988 1.6727 -0.8 0.1 0.8 0.07
H -2.5984 -7.7521 1.6382 0.0 -0.5 0.1 0.11
H -2.0436 -7.0609 0.1319 0.1 -0.4 -0.2 0.08
H -0.3009 -7.1507 2.1757 0.3 0.8 0.6 0.04
C -1.6913 4.1994 -6.4891 -0.7 -0.1 -2.9 -0.08
C -0.5497 4.0650 -5.5825 -0.3 2.3 0.1 -0.37
O -0.9463 3.3561 -4.4962 1.9 -4.0 1.8 -0.14
H -1.4338 4.7268 -7.4076 0.1 1.0 0.2 0.08
H -2.6141 4.6077 -6.0771 0.2 -0.1 0.1 0.08
H -1.8596 3.2660 -7.0264 -0.6 -0.7 0.7 0.08
H -0.3091 5.0382 -5.1547 0.7 0.6 -0.7 0.11
H 0.2965 3.6505 -6.1306 0.2 -0.3 0.5 0.12
H -1.7015 3.6634 -3.9894 -0.8 0.5 0.2 0.03
C -1.2369 -2.2131 5.0419 -0.4 0.2 1.0 -0.05
C -1.4097 -2.5495 6.5882 0.0 1.4 -0.3 -0.24
O -1.4952 -1.2599 7.2750 0.1 -0.9 -0.4 -0.12
H -2.0672 -1.5685 4.7533 -0.6 -0.6 -0.1 0.06
H -1.0767 -3.0099 4.3156 -0.3 -0.2 0.3 0.07
H -0.4621 -1.4750 4.8345 0.8 -0.3 0.7 0.05
H -0.6350 -3.1441 7.0723 0.6 0.1 -0.5 0.09
H -2.3142 -3.0568 6.9237 -0.3 0.0 -0.9 0.10
H -0.7553 -0.7749 6.9023 0.4 0.6 0.2 0.03
C -0.8295 -3.9024 -2.8471 -0.2 -0.3 -1.3 -0.06
C 0.2925 -3.5142 -3.7849 0.5 0.5 0.2 -0.26
O 0.0698 -2.1865 -4.3757 0.3 0.2 0.8 -0.18
H -0.9510 -3.2239 -2.0027 0.0 -0.1 -0.1 0.07
H -0.6947 -4.9366 -2.5304 0.2 0.0 0.4 0.07
H -1.7046 -3.9276 -3.4964 -0.5 0.2 0.4 0.08
H 0.4470 -4.1772 -4.6361 -0.3 -0.3 0.2 0.10
H 1.2239 -3.5177 -3.2187 0.2 0.4 -0.2 0.07
H -0.0249 -2.2743 -5.3270 0.0 0.0 0.0 0.07
C 3.7542 4.8129 -3.5266 -0.9 0.8 0.3 -0.05
C 2.4105 4.0773 -3.3721 2.0 2.2 1.0 -0.33
O 2.4994 2.9610 -4.1536 -1.0 -2.9 -1.0 -0.15
H 4.5721 4.1920 -3.1612 0.0 0.0 -0.2 0.08
H 3.7251 5.7177 -2.9195 0.2 0.1 0.0 0.08
H 3.8873 5.1298 -4.5610 0.3 -0.1 -0.1 0.08
H 1.5725 4.6990 -3.6872 -0.1 0.0 0.3 0.09
H 2.4306 3.8432 -2.3077 -0.9 -0.4 0.1 0.11
H 3.2455 3.0552 -4.7504 0.0 -0.2 -0.1 0.09
C 5.3581 1.0138 4.7043 1.0 0.2 0.6 -0.07
C 5.3255 2.3427 3.9375 -0.4 0.0 -0.1 -0.30
O 6.4202 2.5211 3.0348 0.1 -0.4 -0.1 -0.09
H 6.3022 0.9749 5.2476 0.3 0.0 0.0 0.07
H 5.3515 0.0905 4.1249 -0.2 0.3 -0.5 0.06
H 4.6281 0.8979 5.5054 -0.4 0.4 -0.3 0.07
H 5.3334 3.2233 4.5799 -0.2 -0.3 0.5 0.11
H 4.4135 2.4347 3.3475 -0.2 -0.2 -0.1 0.09
H 7.0041 3.1902 3.3994 0.1 -0.1 0.0 0.08
C -3.6050 -4.7507 0.0248 -0.1 1.0 0.5 -0.09
C -4.5127 -5.2047 -1.0870 1.5 0.2 -0.5 -0.30
O -4.2152 -6.5804 -1.2871 -0.7 -0.7 -0.3 -0.08
H -3.6955 -5.3756 0.9132 -0.5 0.2 0.1 0.07
H -3.8344 -3.7065 0.2376 0.0 0.0 0.5 0.07
H -2.5299 -4.7640 -0.1548 0.0 -0.2 -0.7 0.07
H -4.2759 -4.6895 -2.0179 0.2 0.4 -0.1 0.10
H -5.5592 -4.9428 -0.9308 -0.2 -0.7 0.4 0.11
H -3.8909 -6.6946 -2.1834 -0.2 -0.1 0.1 0.07
C 2.3437 -5.6392 2.8888 -1.6 0.0 -0.3 -0.05
C 2.5003 -7.1097 3.2596 2.3 2.6 -2.0 -0.36
O 1.7232 -7.4247 4.3248 -1.2 -1.2 1.3 -0.05
H 2.3639 -4.8949 3.6848 1.0 -0.4 0.3 0.07
H 1.3002 -5.5139 2.5997 -0.2 0.0 -0.6 0.06
H 2.9623 -5.3564 2.0371 0.1 0.0 0.2 0.06
H 3.5613 -7.2358 3.4752 0.3 -0.5 0.1 0.12
H 2.2520 -7.7084 2.3832 0.0 -0.2 -0.2 0.11
H 1.8912 -8.3693 4.3574 -0.6 -0.4 1.0 0.11
C -0.4964 7.0132 -2.6822 -1.3 -0.6 1.1 -0.05
C -0.6486 7.6921 -1.2618 0.9 -0.4 -1.5 -0.28
O -0.1020 8.9917 -1.2338 0.6 0.2 0.2 -0.08
H -0.8798 7.6220 -3.5010 0.4 0.3 0.0 0.08
H -1.1375 6.1318 -2.7004 -0.5 -0.1 0.2 0.04
H 0.4480 6.5157 -2.9030 0.5 0.9 0.2 0.05
H -0.0538 7.0866 -0.5779 -0.1 0.1 0.3 0.10
H -1.6708 7.7616 -0.8897 -0.1 -0.5 -0.3 0.08
H -0.5178 9.5442 -1.8998 -0.1 0.0 -0.1 0.08
C 5.0161 1.7357 -0.1134 -1.9 1.0 1.4 -0.03
C 3.4580 1.9301 -0.0020 1.9 -0.7 -0.3 -0.26
O 2.8445 1.1132 -1.0304 -0.1 1.5 -0.1 -0.17
H 5.2976 0.7221 -0.3989 0.0 0.2 0.1 0.05
H 5.2651 1.9671 0.9223 1.0 -0.4 0.0 0.05
H 5.4873 2.5238 -0.7007 -0.1 -0.3 -0.3 0.07
H 3.2336 2.9957 0.0452 -0.2 0.3 -1.1 0.11
H 3.0379 1.6410 0.9613 0.4 -0.8 0.1 0.10
H 1.9393 1.1094 -0.7106 -0.7 -0.6 -0.2 -0.03
C 1.6357 2.6991 5.2230 0.3 -0.5 -0.5 -0.07
C 1.0479 1.2465 5.2050 0.0 1.9 0.3 -0.28
O 0.5608 0.9999 6.4973 0.1 -1.4 0.7 -0.10
H 0.8894 3.4229 5.5505 -0.3 -0.3 0.3 0.06
H 1.9394 3.1105 4.2604 0.1 -0.4 -0.4 0.04
H 2.5021 2.7736 5.8802 -0.1 -0.1 0.1 0.07
H 1.7463 0.4311 5.0166 0.3 0.3 -0.2 0.11
H 0.2697 1.2086 4.4428 -0.2 -0.2 -0.1 0.09
H -0.0232 1.6793 6.8422 -0.2 0.5 -0.5 0.05
C 2.9274 -0.3402 -7.3353 1.1 -0.1 -0.8 -0.08
C 1.6768 -0.9324 -6.7963 2.2 -0.6 2.1 -0.36
O 0.8156 0.0926 -6.3963 -1.6 0.1 -0.1 -0.15
H 3.5269 0.1702 -6.5816 -0.4 0.1 0.3 0.08
H 2.7763 0.3838 -8.1359 0.0 -0.3 -0.4 0.09
H 3.5441 -1.1915 -7.6236 0.2 0.2 -0.6 0.09
H 2.0471 -1.3529 -5.8613 -0.4 -0.4 0.2 0.09
H 1.2990 -1.7937 -7.3471 -0.7 0.5 -0.5 0.13
H 0.4711 0.3978 -7.2387 -0.6 0.8 0.1 0.10
C 6.6094 -1.6964 1.2760 0.1 -0.4 -0.4 -0.05
C 6.4799 -3.0974 0.7101 2.4 0.6 -1.0 -0.40
O 5.2306 -3.5402 0.7902 -4.4 -0.8 1.5 -0.08
H 7.5835 -1.2864 1.0093 0.1 0.0 0.2 0.08
H 6.4956 -1.7534 2.3586 -0.1 0.3 0.0 0.08
H 5.8550 -1.0605 0.8129 -0.1 0.1 0.3 0.05
H 7.1660 -3.7649 1.2316 0.4 -0.1 0.0 0.12
H 6.6649 -3.1274 -0.3636 1.3 0.4 -0.2 0.09
H 5.0433 -4.2506 0.1723 0.4 -0.2 -0.2 0.04
C 2.7985 -3.7790 6.5196 -1.4 0.4 0.3 -0.07
C 2.3944 -5.1617 7.0803 0.0 1.1 0.1 -0.34
O 3.0175 -6.2213 6.4976 2.6 -1.9 -1.0 -0.08
H 3.8263 -3.4266 6.6069 0.3 -0.9 -0.1 0.07
H 2.2766 -3.0430 7.1310 -0.3 0.2 0.1 0.06
H 2.4241 -3.5956 5.5124 0.2 -0.2 -0.2 0.05
H 1.3906 -5.5380 6.8836 -1.1 1.9 0.9 0.12
H 2.6578 -5.1235 8.1373 -0.4 -0.3 0.2 0.11
H 2.4298 -6.5480 5.8124 0.3 -0.3 -0.3 0.03
C -6.0662 -2.1251 2.2306 0.6 0.7 -1.4 -0.10
C -5.2272 -2.4625 3.3968 -0.6 -1.7 2.0 -0.33
O -4.1395 -3.3759 3.1495 -0.2 1.0 -0.6 -0.08
H -7.0909 -1.9024 2.5281 0.1 0.1 0.0 0.08
H -6.0784 -2.9670 1.5383 0.0 0.2 -0.2 0.07
H -5.5871 -1.2353 1.8221 -0.5 0.0 -1.0 0.07
H -5.9962 -2.9136 4.0238 0.6 -0.5 0.9 0.11
H -4.9071 -1.5574 3.9128 0.5 -0.1 0.0 0.11
H -4.1644 -4.1833 3.6682 -0.4 0.3 0.2 0.08
C -4.3518 5.9258 -2.8508 0.4 0.0 0.4 -0.04
C -3.6755 4.7259 -2.1823 -1.0 1.7 0.6 -0.28
O -3.1276 3.9827 -3.2426 0.0 -0.7 0.6 -0.09
H -5.2314 5.5384 -3.3649 -0.3 0.5 0.2 0.06
H -3.7194 6.3477 -3.6319 0.3 -0.1 0.1 0.08
H -4.5225 6.7266 -2.1313 -0.6 -0.1 -0.2 0.05
H -4.4153 4.1437 -1.6330 -0.2 -0.3 -0.3 0.09
H -3.0348 5.0154 -1.3494 1.0 0.0 -0.6 0.11
H -3.8524 3.3649 -3.3638 0.5 -0.5 -0.6 0.03
C 4.8110 -2.3028 -2.0927 -0.1 -0.4 0.7 -0.08
C 4.0578 -1.9970 -3.3338 1.5 1.0 -0.3 -0.30
O 3.5056 -0.6987 -3.2481 -2.6 0.8 -1.3 -0.14
H 5.4288 -3.1861 -2.2545 0.0 0.0 0.3 0.08
H 4.1154 -2.4523 -1.2669 0.2 -0.3 0.0 0.06
H 5.4456 -1.4688 -1.7928 0.2 0.0 -0.2 0.09
H 3.3475 -2.7784 -3.6039 -0.5 0.4 0.2 0.10
H 4.7619 -1.9075 -4.1611 0.1 -0.4 -0.3 0.11
H 3.7620 -0.0804 -2.5600 0.4 -0.6 0.7 0.05
C -2.2426 4.1987 5.6738 -0.3 0.7 -0.1 -0.09
C -2.9071 3.1033 6.4640 0.6 0.3 -0.4 -0.28
O -1.8001 2.3165 6.9016 -0.1 0.0 0.4 -0.10
H -1.7311 3.8166 4.7903 0.1 0.1 0.1 0.06
H -1.5524 4.7080 6.3464 0.3 -0.1 -0.1 0.08
H -2.9506 4.9784 5.3928 -0.2 -0.1 -0.3 0.07
H -3.6025 2.5243 5.8563 0.0 -0.1 0.1 0.12
H -3.4379 3.6169 7.2656 -0.1 -0.5 0.4 0.11
H -2.0375 1.4647 7.2754 -0.5 -0.2 0.0 0.09
C -4.3164 7.7382 0.4093 1.0 -1.0 0.7 -0.06
C -3.5427 7.0263 1.5956 -1.1 0.6 -0.7 -0.26
O -4.4100 6.6652 2.6768 0.3 -0.3 -0.5 -0.09
H -4.9984 7.0803 -0.1293 -0.3 -0.3 0.6 0.05
H -3.5620 7.9118 -0.3581 0.0 0.8 0.1 0.03
H -4.8685 8.6257 0.7186 0.3 0.1 -0.1 0.08
H -2.7249 7.6277 1.9925 0.0 0.4 -0.2 0.11
H -3.0611 6.1287 1.2077 -0.3 -0.3 0.1 0.09
H -4.6612 7.4685 3.1385 -0.1 0.1 0.1 0.10
C -5.8097 2.2690 0.9827 -0.3 -1.1 -0.4 -0.08
C -5.3656 3.6899 1.0271 0.4 0.3 0.7 -0.33
O -6.1190 4.3759 2.0243 0.0 -0.4 -0.5 -0.07
H -6.8966 2.1973 0.9444 0.0 0.0 0.3 0.08
H -5.3796 1.6950 1.8035 -0.4 0.2 0.4 0.08
H -5.4417 1.6943 0.1328 0.2 0.4 -0.5 0.06
H -5.4269 4.2201 0.0767 -0.3 -0.1 -0.2 0.09
H -4.3160 3.6597 1.3194 0.4 0.3 -0.1 0.10
H -5.7042 5.2359 2.1236 0.1 0.4 0.4 0.03
```
Positions in Å, forces in eV/Å.

Summary:
total charge = +1
lowest unoccupied orbital energy = -4.48 eV
HOMO-LUMO gap = 0.2163 Ha
2S+1 = 1

A structure of composition HO3PS2, computed with ωB97M-V with the def2-TZVPD basis set.

Structure (XYZ):
```
7
Properties=species:S:1:pos:R:3:forces:R:3:lowdin_charge:R:1
O 0.0732 -0.8550 0.8678 -1.5 0.4 -0.9 -0.74
O 2.2087 0.9584 1.1157 0.3 -0.1 -0.9 -0.49
O -1.0508 -1.1034 -1.3815 0.4 -0.6 -2.5 -0.32
P -1.3919 -0.7524 0.0628 3.0 2.2 3.1 0.78
S -0.4290 1.7306 -0.1708 0.1 -1.3 0.3 0.14
S 0.7910 0.8648 1.2950 -2.1 -0.5 0.5 0.54
H -0.2012 -0.8430 -1.7889 -0.3 -0.1 0.4 0.09
```
Positions in Å, forces in eV/Å.

Summary:
lowest unoccupied orbital energy = -1.42 eV
energy relative to the best compared isomer or geometry (same formula, charge and spin) = 41.4 kcal per mole
HOMO-LUMO gap = 0.2965 Ha
2S+1 = 1

Question: The lowest HOMO-LUMO gap belongs to which entry?
Answer: C52H150F6NO29S2Sn

Question: lowest unoccupied orbital energy of number 1 (C52H150F6NO29S2Sn)?
Answer: -4.48 eV

Question: The highest lowest unoccupied orbital energy belongs to which entry?
Answer: HO3PS2